Computed, not measured: a molecular structure, C27H22F5N4OPdS2Sb, with the ωB97M-V functional and the def2-TZVPD basis.

Properties
LUMO (spin up / spin down) = 0.0 / -1.2 eV
highest occupied orbital energy (spin up / spin down) = -6.643 / -7.374 eV
spin multiplicity = 3
⟨S²⟩ = 2.01
DFT total energy = -3000.11166 hartree
energy relative to the best compared isomer or geometry (same formula, charge and spin) = 80.83 kJ/mol
largest force on an atom = 0.557 eV/Å

Geometry (Å):
Pd -0.40423 -0.54189 0.26598
N 3.65030 0.52558 -0.37440
C 3.25284 1.47148 -1.29650
C 1.90538 1.32992 -1.40290
N 1.48080 0.32684 -0.55408
C 2.55232 -0.12673 0.05081
C 2.45878 -1.23132 0.98932
N 1.34088 -1.89169 1.11183
C 1.56787 -2.87242 2.04810
C 2.85071 -2.78869 2.49220
N 3.41209 -1.73719 1.79915
H 4.59089 0.39127 -0.04650
H 3.94918 2.13598 -1.77938
H 1.21918 1.86392 -2.03704
H 0.79280 -3.55697 2.35350
H 3.40040 -3.35449 3.22427
H 4.32332 -1.34874 1.97166
F -5.62662 6.31955 1.25816
C -4.92369 5.22353 0.90667
C -5.42515 3.98240 1.23080
C -4.69710 2.85496 0.86479
C -3.49027 2.97849 0.17479
C -3.01047 4.25684 -0.12135
C -3.72874 5.38968 0.23817
Sb -2.36223 1.23987 -0.36999
C -4.01744 -0.08161 -0.53778
C -5.17295 0.24771 -1.25070
C -6.22478 -0.65311 -1.36466
C -6.10412 -1.88057 -0.74700
F -7.12124 -2.75963 -0.85124
C -4.98818 -2.24124 -0.02542
C -3.94352 -1.32992 0.07142
C -2.06070 1.79811 -2.41112
C -2.71848 1.22946 -3.50213
C -2.43978 1.64354 -4.79950
C -1.50052 2.63340 -4.99069
F -1.22712 3.03684 -6.24863
C -0.82456 3.22285 -3.94458
C -1.11086 2.79039 -2.65248
H -6.36512 3.90487 1.76078
H -5.08703 1.87462 1.11931
H -2.07441 4.38553 -0.65547
H -3.37677 6.38694 0.00791
H -5.26621 1.22286 -1.71634
H -7.12561 -0.41561 -1.91664
H -4.94022 -3.21741 0.44026
H -3.06452 -1.61252 0.62458
H -3.43749 0.43329 -3.35089
H -2.93553 1.20400 -5.65585
H -0.09519 3.99716 -4.14413
H -0.57446 3.24679 -1.82067
C 0.68802 3.88575 0.92223
O 0.00396 2.72512 1.41238
C 0.67854 1.83440 2.17247
S 2.29940 2.04729 2.49231
S -0.25986 0.46152 2.65454
H -0.06391 4.44718 0.37049
H 1.51569 3.60263 0.27534
H 1.07861 4.48111 1.74179
F -1.72235 -1.49682 -2.26750
C -0.70102 -1.81201 -1.38486
F -1.03497 -3.07860 -0.91776
H 0.19495 -1.93320 -1.98987

Computed, not measured: a single C9H19OPS molecule, with the ωB97M-V functional and the def2-TZVPD basis.

Properties
LUMO (spin up / spin down) = -1.1 / 0.4 eV
highest occupied orbital energy (spin up / spin down) = -7.372 / -7.734 eV
DFT total energy = -1168.99048 hartree
energy relative to the best compared isomer or geometry (same formula, charge and spin) = 207.57 kJ/mol
largest force on an atom = 3.568 eV/Å

Geometry (Å):
C -1.02019 0.04343 -0.50847
C 0.23881 0.88277 -0.02860
C -1.45596 -1.11579 0.33453
C -2.30155 0.96282 -0.62505
C 0.16623 1.68440 1.22924
C 0.79667 1.81733 -1.16328
C -2.16926 -0.97944 1.74027
C -1.61630 -2.38849 -0.36777
C 4.38735 -0.54206 -0.21573
O 1.50058 -1.45751 -1.07832
P 1.38190 -0.62383 0.23419
S 3.13369 0.17957 0.92916
H -0.71542 -0.36995 -1.47377
H -3.13258 0.26474 -0.88693
H -1.98849 1.76120 -1.42204
H -2.57336 1.45960 0.27158
H 1.16475 2.01797 1.35580
H -0.17079 0.97110 1.98257
H -0.48210 2.58106 0.98951
H 0.97000 1.22019 -2.15982
H 1.76013 2.34128 -0.97687
H 0.04658 2.59496 -1.52971
H -1.50762 -0.70414 2.53848
H -2.57442 -2.00717 2.02527
H -3.05281 -0.16081 1.74266
H -0.75279 -2.45674 -1.01929
H -2.48309 -2.44466 -1.02680
H -1.47208 -3.18003 0.28522
H 4.88558 -1.40264 0.29592
H 5.24372 0.04764 -0.56596
H 3.79282 -0.99678 -0.90599

Computed, not measured: 2 unconnected molecules or ions with the total composition C4H7Cl2O2, with the ωB97M-V functional and the def2-TZVPD basis.

Properties
LUMO = 3.3 eV
highest occupied orbital energy = -4.684 eV
DFT total energy = -1227.56653 hartree
total charge = -1
energy relative to the best compared isomer or geometry (same formula, charge and spin) = 0.00 kJ/mol
largest force on an atom = 1.165 eV/Å

Geometry (Å):
Cl 3.58383 -1.88933 1.02981
Cl 2.96076 0.62097 3.22308
C 2.00689 -1.13647 1.35971
C 1.86581 -0.71554 2.80217
H 1.89015 -0.27549 0.67376
H 1.22339 -1.87662 1.10719
H 0.83064 -0.37267 2.99275
H 2.07402 -1.55655 3.49124
O -0.76911 -2.66297 1.84501
O -1.23076 -0.44445 2.05019
C -1.53345 -1.66187 1.91679
C -3.05463 -1.97414 1.87071
H -3.41056 -2.14342 2.90090
H -3.62114 -1.13323 1.43648
H -3.25768 -2.87999 1.27504

Computed, not measured: a single C7H12OSi molecule, with the ωB97M-V functional and the def2-TZVPD basis.

Properties
LUMO = -0.3 eV
highest occupied orbital energy = -8.830 eV
DFT total energy = -638.56762 hartree
SMILES string = C/C=C(C)/C(C)=C\[SiH]=O
energy relative to the best compared isomer or geometry (same formula, charge and spin) = 265.05 kJ/mol
largest force on an atom = 2.500 eV/Å

Geometry (Å):
C 2.63463 -1.26554 -0.11534
C 1.71412 -0.14170 0.22000
C 0.36913 -0.27402 0.09907
C -0.17944 -1.66556 -0.14450
C -0.52785 0.89774 0.24902
C 0.27687 2.12884 0.33761
C -1.87202 0.99612 0.01735
Si -3.48866 0.09530 -0.31619
O -4.02302 -0.93042 0.62926
H 2.10711 -2.20154 -0.34746
H 3.45027 -1.24919 0.59068
H 3.18239 -1.13185 -1.03308
H 2.18547 0.78953 0.61227
H -1.16104 -1.79372 0.22772
H 0.38474 -2.41479 0.46816
H -0.04512 -1.87946 -1.29038
H -0.44468 2.92880 0.55128
H 0.81373 2.23497 -0.62722
H 1.09587 1.91665 1.13158
H -2.17693 2.16161 0.05564
H -4.29558 0.79823 -1.31545

Computed, not measured: a molecular structure, C4H8O3Sm, with the ωB97M-V functional and the def2-TZVPD basis.

Properties
LUMO (spin up / spin down) = -9.4 / -9.4 eV
highest occupied orbital energy (spin up / spin down) = -16.714 / -16.708 eV
spin multiplicity = 7
⟨S²⟩ = 12.01
DFT total energy = -1039.99492 hartree
total charge = +2
energy relative to the best compared isomer or geometry (same formula, charge and spin) = 772.57 kJ/mol
largest force on an atom = 6.292 eV/Å

Geometry (Å):
C -3.40261 -1.04618 -0.46483
C -2.11681 -1.82730 -0.38128
O -1.24459 -1.05676 0.50063
H -4.06750 -1.53104 -1.19009
H -3.90176 -0.98959 0.51004
H -3.18878 -0.02704 -0.81003
H -1.63043 -1.93592 -1.35800
H -2.23813 -2.80026 0.10760
Sm -0.13103 1.22603 1.05768
O 0.07781 -1.27764 0.17135
O 1.41380 -0.10834 -0.28437
C 2.25344 -1.09873 -0.44254
C 1.60224 -2.33056 -0.60772
H 1.92979 -3.15230 0.03444
H 3.28790 -1.02618 -0.09063
H 1.16968 -2.46583 -1.60522

Computed, not measured: a molecular structure, C6H24N5O6Ti, with the ωB97M-V functional and the def2-TZVPD basis.

Properties
LUMO (spin up / spin down) = 0.2 / 0.1 eV
highest occupied orbital energy (spin up / spin down) = -3.673 / -9.570 eV
spin multiplicity = 4
⟨S²⟩ = 3.75
DFT total energy = -1817.70955 hartree
largest force on an atom = 3.473 eV/Å

Geometry (Å):
Ti -4.51683 -6.53667 8.71182
O -6.27766 -6.51889 9.82203
H -6.95229 -7.02927 10.29663
C -3.27359 -6.34568 11.75707
O -2.39226 -6.81001 12.37736
N -3.13823 -5.72159 10.42752
N -4.49532 -6.20484 12.21072
H -3.28632 -4.72758 10.60657
H -2.14297 -5.70071 10.13622
H -4.64772 -6.58702 13.12489
H -5.27183 -6.07970 11.55484
C -8.28604 -5.12930 7.38828
O -8.57611 -4.77561 6.26957
N -8.92330 -6.25536 7.90416
N -7.42020 -4.45622 8.14146
H -9.83438 -6.53001 7.59767
H -8.76231 -6.41802 8.88384
H -7.03249 -4.95044 8.87059
H -6.69793 -3.96599 7.55092
C -4.66110 -8.87545 5.65895
C -5.77692 -8.68168 6.66731
C -5.53750 -9.52911 7.88044
O -4.44551 -8.89958 8.64010
C -4.05570 -9.78405 9.69239
N -5.78899 -7.28936 7.00238
H -3.66503 -8.68329 6.08560
H -4.78537 -8.23152 4.74392
H -4.70694 -9.86668 5.20180
H -6.69354 -8.95272 6.16266
H -5.29272 -10.61416 7.67078
H -6.35753 -9.54503 8.54171
H -4.91932 -10.10394 10.20808
H -3.23425 -9.26765 10.26071
H -3.69329 -10.70474 9.23424
H -6.64781 -6.91435 7.41469
H -5.78628 -6.77113 6.15281
O -2.98104 -6.17934 7.25811
H -3.36106 -5.74959 6.47564
H -2.20939 -6.69226 6.92836
O -4.66418 -4.20703 8.41965
H -4.72645 -3.32475 8.82955
H -3.92513 -4.11682 7.64503

Computed, not measured: a gas-phase ion, C4H6N3O (charge -1), with the ωB97M-V functional and the def2-TZVPD basis.

Properties
LUMO = 3.8 eV
highest occupied orbital energy = -1.513 eV
DFT total energy = -395.43226 hartree
SMILES string = CN([O-])c1cc[nH]n1
total charge = -1
energy relative to the best compared isomer or geometry (same formula, charge and spin) = 102.61 kJ/mol
largest force on an atom = 2.990 eV/Å

Geometry (Å):
C -2.01774 -0.11878 0.05254
N -1.28943 1.12782 -0.09127
O -1.75666 1.87917 -1.20635
C 0.08670 1.07145 0.10869
C 0.78449 0.11483 0.87425
C 2.11151 0.47111 0.84936
N 2.19072 1.60628 0.17586
N 0.95006 1.98516 -0.34960
H -2.09183 -0.70454 -0.86808
H -1.69679 -0.68003 0.95182
H -3.05463 0.18562 0.23728
H 0.43438 -0.82213 1.42612
H 2.89772 0.04059 1.44456
H 2.85868 2.13780 -0.34629

Computed, not measured: a molecular structure, C7H10N2O, with the ωB97M-V functional and the def2-TZVPD basis.

Properties
LUMO = 0.8 eV
highest occupied orbital energy = -8.818 eV
DFT total energy = -457.34184 hartree
energy relative to the best compared isomer or geometry (same formula, charge and spin) = 438.33 kJ/mol
largest force on an atom = 5.075 eV/Å

Geometry (Å):
C -1.05098 -1.96511 0.72734
N -0.70346 -0.96253 -0.26666
C -1.73586 0.01703 -0.69210
C -2.23402 0.73289 0.59354
C -0.82162 1.29446 0.68625
C -0.61935 1.11134 -0.79265
C 0.10010 0.17926 0.13407
C 1.55299 0.08178 0.39857
N 2.30484 -0.39933 -0.60388
H -1.10854 -1.57329 1.75708
H -2.02574 -2.40008 0.46516
H -0.30462 -2.77133 0.71381
H -2.42972 -0.30537 -1.47517
H -2.94345 1.52606 0.32695
H -2.64493 0.12654 1.41247
H -0.43170 2.08849 1.32148
H -0.23520 1.74750 -1.58654
O 2.18490 0.97723 1.01870
H 2.05004 -1.30580 -0.97721
H 3.19388 0.31400 -0.45029